DFT (wB97M-V/def2-TZVPD) results for C23H48NO2P3V as an isolated structure in a non-equilibrium geometry.

The geometry in XYZ format:
```
78
Properties=species:S:1:pos:R:3:forces:R:3:lowdin_charge:R:1
H -4.13406 -0.38685 -5.38180 0.355 -0.149 0.155 0.080
H -1.46132 -0.09922 4.43965 -0.061 0.178 -0.160 0.147
H 3.51766 -2.40152 2.01488 0.273 0.137 0.081 0.068
H -4.54534 -2.65128 4.63713 0.090 0.155 -0.167 0.131
C 2.21526 -0.60991 -2.60489 -0.631 -0.576 -0.404 -0.270
C -3.14886 -0.78263 -5.09092 0.218 -0.217 -0.261 -0.185
H -5.11136 -0.28198 4.22748 0.255 -0.009 0.113 0.127
H -1.67510 0.13462 -1.73925 -0.288 -0.026 -0.189 0.007
H -3.23597 2.48136 -3.32520 0.132 -0.148 -0.353 0.061
C 1.14723 3.00321 -1.04019 0.224 -0.284 -0.135 -0.223
H 5.08462 0.96310 -3.58127 -0.315 -0.216 -0.080 0.135
H 3.29477 0.03720 3.89718 -0.210 0.246 -0.032 0.069
N -1.84195 -2.19349 2.63202 1.782 1.134 -0.240 0.125
H -1.90780 1.47355 0.57211 0.049 0.157 -0.138 0.044
P 2.97927 -0.13208 1.51914 1.222 0.409 0.591 0.733
V 1.12249 -0.53534 0.21374 -2.479 -0.241 -0.125 0.706
C -4.05845 -0.59063 4.24332 -0.189 -0.050 -0.112 -0.190
H -3.27033 -1.72454 -4.53515 0.029 0.293 -0.243 0.070
H -2.54956 -0.97939 -5.98998 -0.296 0.021 0.110 0.077
H -3.60021 0.16848 2.25744 0.083 0.001 0.168 0.119
P -2.26605 0.40756 -4.06637 -0.708 -0.274 0.290 0.936
H 6.07565 -0.91732 -2.32052 -0.335 0.146 -0.025 0.134
H 4.65048 -2.50839 -1.13324 -0.244 0.310 -0.015 0.126
H 1.77672 3.23868 1.87960 -0.256 -0.143 0.010 0.054
H -2.59883 -3.72252 3.83067 0.103 0.343 -0.125 0.140
H -2.92475 -1.03510 -2.24438 0.102 0.238 0.018 0.072
H 0.63190 3.97211 -0.95630 0.160 -0.320 0.027 0.077
H 0.40554 2.39722 2.66831 0.152 0.165 -0.259 0.037
H 4.65421 -1.72635 0.82416 -0.068 0.118 0.403 0.031
C 2.52638 0.39019 3.19870 -0.005 0.058 0.250 -0.210
C -3.99258 -2.07062 3.88699 -0.122 -0.202 0.034 -0.177
H -1.19060 -1.53038 -0.69108 0.498 -0.290 0.105 0.050
C -2.59020 0.00611 -2.32836 0.154 -0.132 0.193 -0.225
H 2.60640 0.91260 -4.06581 0.099 0.047 0.288 0.133
H 0.24414 -2.57364 -0.37502 -0.291 -0.338 -0.001 0.074
H -0.86144 0.28090 -4.30435 -0.722 0.278 0.106 0.065
C 4.42075 0.24829 -3.09314 -0.146 0.174 -0.140 -0.027
C 4.11216 -1.51537 1.75325 0.125 -0.253 0.040 -0.216
H -0.77304 -1.80119 -2.94989 0.354 -0.385 -0.002 0.091
P 0.49326 1.87426 0.25119 -0.291 2.128 0.340 0.824
C -1.75232 0.13324 3.40243 0.520 0.043 -0.402 -0.089
C 3.04787 0.29246 -3.28769 0.054 -0.076 0.115 0.004
H 1.55709 -0.05994 3.46710 0.421 0.151 -0.046 0.042
C 2.77184 -1.50577 -1.63595 0.062 -0.052 -0.330 -0.100
H 2.19915 -2.32790 -1.15915 0.291 0.442 -0.571 0.106
H 2.43397 1.48061 3.25466 0.120 -0.303 0.098 0.043
H 2.22675 3.15417 -0.92449 -0.255 -0.001 -0.085 0.051
C -1.29635 2.20713 0.03250 -0.414 -0.449 -0.121 -0.233
H -1.39342 -2.92808 2.08747 -0.208 0.185 0.112 0.160
C -0.12287 -1.68275 -0.91261 -0.081 0.528 -0.333 -0.280
C 4.99324 -0.77551 -2.33392 0.305 -0.411 0.312 -0.058
C -3.26608 0.31840 3.29545 -0.526 0.162 0.291 -0.179
C 3.90646 1.18340 0.65809 0.239 0.087 0.339 -0.214
H -3.36591 0.66683 -1.91902 0.142 -0.219 -0.251 0.074
C -2.57439 -2.62551 3.83217 -0.549 -0.078 0.425 -0.145
H -3.83818 2.01888 -4.94609 0.359 -0.017 0.167 0.080
H 4.88259 1.30473 1.14223 -0.102 0.179 -0.216 0.079
H 4.80911 -1.27985 2.56842 -0.068 -0.184 -0.258 0.075
H 3.35294 2.13201 0.69330 0.278 -0.279 0.113 0.018
H -3.51085 1.35935 3.55017 0.183 -0.241 -0.070 0.127
H -4.48169 -2.24930 2.92285 0.027 -0.043 0.085 0.123
C -1.21793 -0.98894 2.54384 -1.692 -1.469 0.883 -0.390
H -2.19150 2.71071 -4.75646 -0.315 -0.004 -0.011 0.070
H 0.11465 3.83397 1.65945 0.261 -0.347 -0.107 0.071
H -1.23204 1.05232 3.09869 -0.033 -0.325 0.157 0.099
O -0.24400 -0.82766 1.77779 1.563 0.452 -1.581 -0.133
O 0.90579 -0.69926 -3.07715 0.730 -0.753 2.354 -0.106
C 0.16463 -1.80928 -2.38143 -0.193 -0.193 -1.168 -0.222
H 0.95906 2.57469 -2.03228 0.071 0.118 0.152 0.045
H -3.68896 -0.45888 5.27042 -0.107 0.116 -0.178 0.129
H -2.02162 -2.30770 4.72880 -0.036 -0.184 -0.219 0.136
C 0.73091 2.92703 1.76294 0.210 -0.291 0.134 -0.221
H -1.53159 3.20940 0.41839 0.181 -0.324 -0.123 0.072
H 0.72420 -2.74741 -2.56237 -0.382 0.551 -0.368 0.140
C -2.94849 2.06172 -4.30023 0.413 0.473 -0.228 -0.184
C 4.19278 -1.65711 -1.64102 -0.377 0.314 0.213 -0.072
H 4.04596 0.90381 -0.39594 0.028 0.001 0.306 0.033
H -1.56185 2.18626 -1.03121 0.078 -0.041 0.288 0.029
```
Positions in Å, forces in eV/Å.

Properties
<S²> ... 2.025
Total charge ... +3
ΔE to the lowest compared entry with this formula, charge and spin ... 0.000 eV
Spin multiplicity ... 3
E_LUMO (spin up / spin down) ... -9.96 / -9.11 eV
E_HOMO (spin up / spin down) ... -16.835 / -16.922 eV



DFT (wB97M-V/def2-TZVPD) results for C23H49AlN2O2P3 as an isolated structure in a non-equilibrium geometry.

The geometry in XYZ format:
```
80
Properties=species:S:1:pos:R:3:forces:R:3:lowdin_charge:R:1
H -2.25059 -0.70143 -3.30857 -0.031 0.296 0.033 0.044
H -4.00145 2.15502 -1.34456 0.273 -0.130 0.106 0.085
N -0.33416 -1.34952 3.50415 0.219 0.159 -0.922 -0.049
H -2.44346 2.48023 3.59026 0.123 -0.005 -0.350 0.115
C 0.70932 2.20838 -1.31416 -1.086 0.295 1.983 0.091
C 1.46110 -3.25043 -0.87792 0.122 -0.041 0.533 -0.216
H 3.30674 0.63688 -1.71571 0.220 -0.204 0.078 0.046
H -1.09725 2.50012 2.42380 -0.244 -0.079 0.131 0.095
C -0.89564 0.41089 -6.36295 0.300 0.502 -1.119 -0.312
O -0.71539 -0.48943 -5.33940 0.551 -1.433 0.174 -0.051
H -3.31113 0.73585 -3.27794 0.224 -0.132 0.043 0.083
H -2.05460 3.57962 -6.64924 0.129 -0.395 -0.309 0.115
H -1.21664 -0.57327 6.64757 -0.088 -0.003 -0.100 0.145
H 2.55590 1.47011 2.31996 0.108 0.089 -0.185 0.067
C -0.17774 1.33401 -8.45554 -0.357 0.135 0.134 -0.055
C -0.81458 -0.27549 2.87682 0.259 0.106 -0.212 -0.341
N -1.37611 0.72788 3.55421 0.189 -0.031 -0.870 -0.046
H -2.28037 -1.15112 5.35979 0.069 -0.033 0.094 0.140
H 0.02235 -1.11030 -5.56248 -1.093 0.790 -0.285 0.113
H 1.87232 -1.00319 -3.05096 -0.057 -0.211 0.098 0.052
H 1.78371 2.25902 -1.49791 -0.201 -0.486 0.065 0.088
H -1.53195 0.91664 -3.32572 -0.258 -0.147 -0.032 0.036
H -0.10282 -2.47692 1.73018 0.055 0.029 0.289 0.069
C -3.67266 -0.71407 -0.54667 0.095 -0.130 0.231 -0.196
H 4.56720 0.11396 -0.55642 -0.148 -0.056 -0.245 0.074
H 4.12095 1.32889 1.47640 -0.313 -0.016 -0.065 0.080
P -2.33850 0.39174 -1.11684 -1.236 0.091 -0.332 0.822
H 3.61012 -1.10454 -1.44530 0.013 0.278 0.113 0.045
H 0.79899 2.17783 0.86379 -0.205 -0.336 -0.699 0.062
H 1.15500 -2.52314 -3.67539 -0.046 0.245 0.215 0.094
H -2.36008 1.49613 -5.24743 0.264 0.319 -0.152 0.083
Al -0.15317 -0.06209 -0.16887 0.063 -0.354 1.960 0.062
C -2.35955 0.31790 -2.92383 0.173 -0.049 -0.047 -0.239
H -1.87530 -2.62686 -2.54995 0.228 -0.064 0.105 0.048
H -0.81361 -4.03509 -2.25870 -0.089 0.382 0.078 0.081
H 2.49780 -2.90815 -0.95788 -0.244 -0.038 -0.026 0.045
H 1.27171 -2.57170 2.88010 -0.213 -0.007 -0.031 0.080
C 0.95352 -1.59335 -3.12079 -0.013 0.201 -0.006 -0.206
C 3.03508 1.41883 1.33338 -0.308 0.137 -0.077 -0.227
H -2.40513 1.23541 5.26648 0.175 -0.124 0.072 0.141
C 0.15843 2.10744 -0.03319 1.349 2.567 -1.497 -0.169
C 3.14625 -1.31569 1.57194 -0.190 -0.263 -0.031 -0.228
H -3.22205 2.19914 0.25989 -0.011 0.051 -0.332 0.044
H -0.65734 3.42466 -8.73428 -0.112 -0.324 0.191 0.115
C -0.22890 0.24201 -7.58962 -0.289 0.400 0.738 -0.017
H -0.64541 1.40990 5.41559 -0.202 -0.058 -0.274 0.152
C -0.78010 2.55177 -8.08993 0.131 -0.055 -0.053 -0.071
H 2.79162 -1.13131 2.59578 0.104 -0.066 -0.306 0.052
H 0.05531 2.34020 -2.17993 0.178 0.037 0.158 0.094
C 3.57684 -0.11833 -0.96685 -0.149 0.041 -0.138 -0.228
H 0.32130 1.22876 -9.42019 -0.096 0.135 0.330 0.120
H 0.22814 -0.99032 -3.66718 -0.015 -0.032 0.075 0.014
C -3.04566 2.05150 -0.81284 0.249 0.089 0.265 -0.203
H -1.70588 -3.28625 -0.91201 0.113 -0.065 -0.163 0.060
H -4.63662 -0.35380 -0.93934 0.339 -0.144 0.082 0.083
C -1.44805 0.77394 5.00761 0.128 0.194 0.589 -0.123
H 1.34841 -4.17186 -1.46938 0.017 0.363 0.113 0.084
H -0.23820 -3.41608 3.23404 0.010 0.179 -0.126 0.120
H 2.82419 2.33882 0.77851 0.200 -0.077 0.172 0.053
H -2.61097 1.59318 2.05731 0.282 0.013 0.335 0.080
C 0.18394 -2.50975 2.78557 -0.055 -0.201 0.058 0.004
C -1.34816 -0.61598 5.56430 -0.584 -0.319 0.600 -0.134
C -1.16866 -3.07785 -1.84562 -0.292 0.004 0.180 -0.208
P 2.41221 -0.06323 0.44302 1.049 -0.194 0.642 0.832
H 0.23181 -0.72639 -7.81290 0.000 0.442 -0.024 0.123
C -1.55048 2.64719 -6.92498 -0.103 -0.219 -0.374 -0.069
O -0.73464 -0.17795 1.57082 -0.078 -0.140 -0.477 -0.067
H -0.18831 -2.40462 5.25564 0.030 0.103 0.140 0.141
P 0.27246 -2.01244 -1.49087 0.273 -1.267 -1.025 0.791
H -3.70254 -0.68522 0.55312 -0.074 -0.075 -0.318 0.061
C -1.69096 1.52851 -6.10480 0.605 -0.213 0.122 -0.042
C -0.19777 -1.35858 4.95048 0.269 -0.046 0.474 -0.120
H -0.81591 2.58077 0.15201 0.019 -0.953 -0.350 0.069
H 1.25421 -3.48706 0.17136 0.062 -0.102 -0.202 0.043
C -1.90390 1.88651 2.84592 -0.095 0.254 -0.043 0.014
H -2.35723 2.82653 -1.17058 -0.278 -0.072 -0.008 0.060
H 0.75290 -0.89321 5.25957 -0.124 -0.234 -0.226 0.150
H 2.88395 -2.33761 1.26995 0.176 0.304 0.191 0.032
H 4.24232 -1.21128 1.56857 -0.355 0.016 -0.074 0.081
H -3.50690 -1.75088 -0.87409 -0.100 0.377 0.114 0.046
```
Positions in Å, forces in eV/Å.

Properties
Total charge ... +3
ΔE to the lowest compared entry with this formula, charge and spin ... 0.000 eV
Spin multiplicity ... 1
E_LUMO ... -9.98 eV
E_HOMO ... -14.542 eV



- The lowest spin multiplicity belongs to which entry?
  C23H49AlN2O2P3



- The highest spin multiplicity belongs to which entry?
  C23H48NO2P3V